C17H26N3O2S4V | ωB97M-V with the def2-TZVPD basis set

CARTESIAN COORDINATES (ANGSTROEM)
V (0.4745, -0.0432, 1.1157)
S (2.2185, 1.3302, 1.9742)
S (2.1390, 0.3469, -1.3528)
S (-0.5889, 2.4488, -1.7829)
S (2.1732, 3.9880, -3.5289)
O (0.3425, -1.4909, -0.1426)
O (-1.1467, 0.8012, 1.2445)
N (1.2494, -1.2964, 2.4260)
N (3.4518, 0.7385, 4.2917)
N (2.0359, -0.8957, 3.4807)
C (-0.1566, -3.1058, 1.5922)
C (-0.8590, -4.2979, 1.8971)
C (3.0567, 2.5240, -2.9131)
C (-0.5117, 0.7167, -2.2755)
C (-0.5895, 3.3020, -3.3786)
C (-0.2645, -2.6189, 0.2464)
C (-1.0053, -3.3395, -0.6835)
C (-2.3044, -0.2748, 3.0533)
C (0.6681, 3.2720, -4.2432)
C (0.8604, 0.1498, -2.6150)
C (2.5414, 0.2754, 3.3310)
C (-2.3025, 0.8421, 2.0160)
C (-1.5968, -4.9896, 0.9570)
C (-1.6726, -4.5174, -0.3493)
C (0.6087, -2.4736, 2.6001)
C (-3.5152, 0.7533, 1.0959)
C (2.6761, 2.0735, -1.4995)
H (1.2215, 0.4840, -3.5884)
H (3.5347, 2.1305, -0.8295)
H (-1.4255, 2.9209, -3.9741)
H (0.4666, 3.8542, -5.1465)
H (-0.7983, -4.6735, 2.9131)
H (-3.4563, 1.5294, 0.3322)
H (-2.3093, -1.2488, 2.5562)
H (1.9074, 2.7238, -1.0926)
H (3.3518, 0.2348, 5.1621)
H (3.3985, 1.7376, 4.4191)
H (-2.2439, -5.0510, -1.0992)
H (-2.3323, 1.8105, 2.5417)
H (-4.4475, 0.8714, 1.6536)
H (-1.0468, -2.9440, -1.6928)
H (-3.5257, -0.2202, 0.6002)
H (-0.8258, 4.3386, -3.1304)
H (-3.1818, -0.2095, 3.7017)
H (0.6825, -2.9425, 3.5774)
H (-0.8924, 0.1652, -1.4132)
H (4.1145, 2.7828, -2.9641)
H (-1.2151, 0.5505, -3.0973)
H (2.9079, 1.7297, -3.6443)
H (-1.4069, -0.2187, 3.6728)
H (-2.1136, -5.8988, 1.2424)
H (0.7580, -0.9360, -2.6777)
H (0.8953, 2.2604, -4.5789)

Computed properties:
Frontier orbital gap (alpha / beta) = 0.150 / 0.243 Eh
Total charge = -1
Relative energy (zero: lowest compared OMol25 entry of this formula, charge and spin) = 0.9 kcal per mole
Spin multiplicity = 4

***

C4H13N2S | ωB97M-V with the def2-TZVPD basis set

CARTESIAN COORDINATES (ANGSTROEM)
S (-2.5890, -0.4170, -0.2073)
N (-3.4931, -0.0194, -1.5865)
N (0.4068, -0.7267, 0.6948)
C (2.0470, 0.9894, 0.7382)
C (1.5683, -0.3063, -0.0423)
C (0.9228, 0.2526, -1.3190)
C (0.2678, -0.9310, 1.9432)
H (1.1737, 1.4829, 1.0877)
H (2.6735, 0.6286, 1.5025)
H (1.6583, 0.8640, -1.7885)
H (-2.9278, -0.0164, -2.4247)
H (2.5893, 1.7331, 0.0740)
H (-0.5021, -0.8038, 0.1793)
H (-4.4105, -0.5075, -1.4305)
H (-2.6926, 0.4917, 0.9016)
H (0.1413, 0.7804, -0.9685)
H (2.1878, -1.1581, -0.1459)
H (-0.8401, -1.0001, 2.1897)
H (1.1670, -0.8648, 2.6803)
H (0.6514, -0.4714, -2.0781)

Computed properties:
Frontier orbital gap = 0.308 Eh
Total charge = +1
Relative energy (zero: lowest compared OMol25 entry of this formula, charge and spin) = 76.2 kcal per mole

***

C11H14FN | ωB97M-V with the def2-TZVPD basis set

CARTESIAN COORDINATES (ANGSTROEM)
F (-4.3138, -0.7942, -0.4841)
N (2.4435, 0.1580, -0.6839)
C (0.4808, -1.4098, -0.1051)
C (-0.6198, 0.9095, 0.2214)
C (-1.7773, 1.6805, 0.2419)
C (-1.9779, -1.0248, -0.2982)
C (-3.1106, -0.2328, -0.2570)
C (-3.0416, 1.1341, 0.0086)
C (1.5959, -0.9676, -1.0668)
C (0.7034, 1.6031, 0.4809)
C (1.0003, -1.7307, 1.3014)
C (-0.7267, -0.4704, -0.0675)
C (1.7736, 1.4412, -0.6080)
H (0.5097, 2.6572, 0.5737)
H (1.8068, -2.4576, 1.2505)
H (1.3642, -0.8535, 1.7846)
H (2.2766, -1.8378, -1.1909)
H (1.3184, 1.6256, -1.5722)
H (-2.0860, -2.0798, -0.4960)
H (1.1347, -0.7567, -2.0406)
H (-1.7130, 2.7688, 0.4437)
H (2.5703, 2.1857, -0.4498)
H (0.0945, -2.3630, -0.5164)
H (2.9264, -0.0473, 0.1701)
H (0.1999, -2.1429, 1.9180)
H (1.1148, 1.2813, 1.4270)
H (-3.9468, 1.7238, 0.0146)

Computed properties:
Frontier orbital gap = 0.346 Eh
Total charge = 0
Relative energy (zero: lowest compared OMol25 entry of this formula, charge and spin) = 0.0 kcal per mole
SMILES = C[C@@H]1CNCCc2ccc(F)cc21

***

H8O4 | ωB97M-V with the def2-TZVPD basis set

CARTESIAN COORDINATES (ANGSTROEM)
O (0.9460, 1.1633, 0.8106)
O (1.5935, -1.5594, 1.4647)
O (-0.3521, -0.2440, -1.5464)
O (-2.4026, 0.7754, 0.0225)
H (2.5364, -1.7211, 1.4981)
H (-2.3726, 0.0771, 0.6765)
H (-0.5451, 0.2154, -2.3637)
H (-0.0082, -1.0931, -1.8237)
H (1.5159, -0.6524, 1.1688)
H (1.0768, 1.4645, -0.0886)
H (-0.0033, 1.1769, 0.9325)
H (-1.9848, 0.3975, -0.7514)

Computed properties:
Frontier orbital gap (alpha / beta) = 0.485 / 0.121 Eh
Total charge = +1
Relative energy (zero: lowest compared OMol25 entry of this formula, charge and spin) = 22.1 kcal per mole
Spin multiplicity = 2

***

C5H6O | ωB97M-V with the def2-TZVPD basis set

CARTESIAN COORDINATES (ANGSTROEM)
O (-1.3322, -0.7200, -0.6867)
C (1.0846, -0.3773, -0.4657)
C (-1.0568, 0.5427, -0.4975)
C (0.0332, -1.0382, 0.3992)
C (-0.1292, 0.1783, 1.1792)
C (0.3028, 0.9025, -0.0991)
H (-0.0924, -2.0873, 0.6504)
H (2.0625, -0.3694, 0.0161)
H (0.6703, 1.9246, -0.1799)
H (-0.8596, 0.4305, 1.9391)
H (-1.8275, 1.2800, -0.7362)
H (1.1443, -0.6663, -1.5191)

Computed properties:
Frontier orbital gap = 0.303 Eh
Total charge = 0
Relative energy (zero: lowest compared OMol25 entry of this formula, charge and spin) = 104.5 kcal per mole

***

C5H14N2 | ωB97M-V with the def2-TZVPD basis set

CARTESIAN COORDINATES (ANGSTROEM)
N (-0.8951, 3.5365, 0.7600)
N (0.0854, 1.4687, -0.2677)
C (-0.8103, -2.9968, 0.3429)
C (0.0930, 2.9257, -0.0978)
C (1.2479, -1.7052, 0.8120)
C (0.3162, -2.0868, -0.0495)
C (0.3183, -1.6263, -1.4789)
H (0.5362, -2.4768, -2.1296)
H (-1.7409, -2.4311, 0.4439)
H (-0.6604, -1.2424, -1.7760)
H (1.0757, -0.8645, -1.6419)
H (-1.8445, 3.2956, 0.5074)
H (1.0887, 3.1898, 0.2585)
H (-1.0084, -3.7596, -0.4133)
H (0.0979, 1.0042, 0.6359)
H (2.0027, -0.9712, 0.5580)
H (0.0018, 3.3486, -1.0994)
H (-0.6112, -3.4746, 1.3012)
H (-0.7628, 3.2884, 1.7317)
H (1.2999, -2.1228, 1.8111)
H (-0.7593, 1.1546, -0.7320)

Computed properties:
Frontier orbital gap = 0.362 Eh
Total charge = 0
Relative energy (zero: lowest compared OMol25 entry of this formula, charge and spin) = 22.4 kcal per mole
SMILES = C=C(C)C.NCN

***

The records above yield maximum force values of 0.0115 0.0834 0.0173 0.0394 0.0076 0.0125 hartree/bohr, respectively.